Molecular formula: C4H10O
Method: DFT, ωB97M-V with the def2-TZVPD basis set

Properties
E: -233.44399 hartree
LUMO level: -0.1 eV
HOMO-LUMO gap: 6.7354 eV
spin multiplicity: 1
HOMO: -6.883 eV
relative energy (zero: lowest compared OMol25 entry of this formula, charge and spin): 126.1 kcal per mole

Last column: Mulliken charge in e.
Geometry (Å):
H -1.37825 1.48327 2.38795  0.117
H 0.10023 1.42937 0.19215  0.275
H -0.15668 0.00882 -1.99118  0.400
H 1.81529 0.90619 0.06289  0.366
H 1.08592 -2.05720 0.28571  0.275
O -1.05062 1.10034 1.55230  -0.999
H -1.49918 -0.47567 -0.07720  0.245
H 1.32312 -0.78685 -1.58454  0.396
H 1.04303 1.88411 -1.24989  0.346
H -1.00031 -1.99696 -1.00557  0.327
C 0.47948 -0.24530 -1.14346  -0.414
H 0.37765 -0.61689 1.25690  0.268
C 0.37259 -1.24260 0.35349  -0.411
C 0.92605 1.11288 -0.51200  -1.035
C -0.72215 -1.19103 -0.38839  -0.155

Forces on the atoms, in the same order (eV/Å):
0.2 -0.3 -0.7
0.6 -0.1 0.0
-0.5 -0.4 0.2
0.4 0.5 0.1
0.0 0.1 -0.3
-0.1 -0.3 0.3
0.3 -0.1 0.1
-0.4 -0.2 0.1
0.4 0.1 -0.5
-0.2 -0.7 -1.0
1.8 1.5 -0.1
0.1 0.6 -0.5
1.9 -0.5 2.5
-1.4 -0.9 0.6
-3.1 0.8 -0.8

Molecular formula: C4H10O
Method: DFT, ωB97M-V with the def2-TZVPD basis set

Properties
E: -233.61293 hartree
LUMO level: 0.9 eV
HOMO-LUMO gap: 9.9631 eV
SMILES: C=C(C)C.O
spin multiplicity: 1
HOMO: -9.094 eV
relative energy (zero: lowest compared OMol25 entry of this formula, charge and spin): 20.1 kcal per mole

Last column: Mulliken charge in e.
Geometry (Å):
C 1.24481 0.03965 1.03362  -1.244
H -1.61840 -2.82769 -0.74007  0.304
H -1.83033 1.17778 -0.01888  0.339
H 1.32552 -1.04862 1.03802  0.279
H -1.54427 -1.52149 0.11122  0.338
C 0.48108 0.69699 -1.31735  -1.230
H 1.55429 0.76417 -1.47630  0.350
H 0.04737 1.62232 -1.69541  0.348
O -1.01263 -2.17901 -0.35218  -0.635
C -1.01110 0.96707 0.66010  -1.066
C 0.15019 0.54770 0.13647  1.022
H 1.03556 0.25331 2.08388  0.337
H -1.12237 1.16616 1.71548  0.271
H 2.21220 0.45478 0.75576  0.321
H 0.08806 -0.11312 -1.93435  0.264

Forces on the atoms, in the same order (eV/Å):
0.0 0.0 0.5
0.1 0.3 0.3
0.0 0.5 0.2
0.0 -0.1 -0.5
0.0 0.0 -0.1
-0.4 -0.1 -0.4
0.1 -0.1 0.0
0.0 0.0 0.0
-0.1 -0.4 -0.2
0.5 -0.2 -0.8
0.0 0.3 0.9
0.0 0.3 0.0
-0.2 -0.5 0.1
0.1 0.0 0.1
0.1 -0.1 0.1

Molecular formula: C4H10O
Method: DFT, ωB97M-V with the def2-TZVPD basis set

Properties
E: -233.63872 hartree
LUMO level: 1.0 eV
HOMO-LUMO gap: 11.2426 eV
SMILES: CC[C@@H](C)O
spin multiplicity: 1
HOMO: -10.240 eV
relative energy (zero: lowest compared OMol25 entry of this formula, charge and spin): 3.9 kcal per mole

Last column: Mulliken charge in e.
Geometry (Å):
O 0.47096 -0.74884 -1.25614  -0.544
C -0.59873 0.07449 0.71697  -0.518
H -1.11064 0.97029 1.09175  0.316
H -1.93020 -1.32182 1.68116  0.356
H 1.99030 0.81897 0.22102  0.370
H -0.69129 0.96817 -1.23939  0.191
H 1.72075 1.69627 -1.30179  0.392
H -1.05854 -1.99679 0.29017  0.301
C 1.24679 1.36697 -0.36831  -1.379
H 0.97265 -0.49910 -2.04262  0.316
C -1.56206 -1.10528 0.67201  -1.192
H -2.42675 -0.90861 0.02991  0.298
H 0.94867 2.26310 0.18705  0.324
C 0.05392 0.44747 -0.61317  0.433
H 0.19633 -0.14981 1.43908  0.337

Forces on the atoms, in the same order (eV/Å):
0.1 0.0 -0.2
0.1 0.1 0.1
0.1 -0.1 0.0
0.0 0.0 -0.2
-0.1 0.1 -0.1
0.1 -0.1 0.0
-0.1 -0.1 0.1
-0.1 0.1 0.1
0.0 0.0 0.0
-0.1 -0.1 0.1
-0.1 0.0 0.0
0.1 0.0 0.1
0.0 -0.1 -0.1
-0.1 0.3 0.2
0.0 0.0 -0.1

Molecular formula: C4H10O
Method: DFT, ωB97M-V with the def2-TZVPD basis set

Properties
E: -233.62328 hartree
LUMO level: 1.1 eV
HOMO-LUMO gap: 11.2167 eV
SMILES: CCCCO
spin multiplicity: 1
HOMO: -10.162 eV
relative energy (zero: lowest compared OMol25 entry of this formula, charge and spin): 13.6 kcal per mole

Last column: Mulliken charge in e.
Geometry (Å):
H 2.92641 0.68063 -0.32916  0.299
H -0.91122 0.07872 1.37750  0.286
H -1.95129 0.27539 -1.48090  0.318
C -2.06378 0.40110 -0.40123  -1.287
C -0.92325 -0.27249 0.34973  -0.262
H 0.53402 1.16475 -0.19277  0.279
H 1.41871 -0.91070 1.45830  0.349
H -3.07832 0.07670 -0.16705  0.341
C 0.42874 0.06499 -0.24819  -0.603
H 1.90022 -1.46219 -0.09678  0.242
H -2.01726 1.48867 -0.28274  0.319
H -1.11426 -1.33894 0.36407  0.337
H 0.48231 -0.00275 -1.33743  0.417
C 1.62209 -0.54593 0.45234  -0.496
O 2.74688 0.30206 0.53431  -0.540

Forces on the atoms, in the same order (eV/Å):
0.0 0.0 -0.1
-0.1 -0.1 0.3
0.0 -0.3 0.0
0.1 0.7 -0.7
-0.4 0.0 -0.3
0.0 -0.1 0.6
-0.2 0.4 0.2
0.2 -0.1 0.3
0.0 1.7 0.0
0.0 0.1 0.1
-0.1 -0.1 0.2
0.2 -0.4 0.1
-0.1 -0.9 -0.1
0.3 -1.2 -0.8
0.2 0.3 0.3

Molecular formula: C4H10O
Method: DFT, ωB97M-V with the def2-TZVPD basis set

Properties
E: -233.58058 hartree
LUMO level: 0.8 eV
HOMO-LUMO gap: 11.0383 eV
SMILES: C=O.CCC
spin multiplicity: 1
HOMO: -10.264 eV
relative energy (zero: lowest compared OMol25 entry of this formula, charge and spin): 40.4 kcal per mole

Last column: Mulliken charge in e.
Geometry (Å):
H -0.63199 -1.88450 -0.13392  0.358
H 1.72490 -2.46458 -1.62843  0.277
H -0.54422 0.56744 0.18343  0.254
C 0.38597 0.11033 -0.15631  -1.107
C 1.46175 -2.17289 -0.61884  -1.069
O -1.14985 2.20802 1.55948  -0.383
C 0.18936 -1.32003 -0.61362  -0.276
H 0.77925 0.62161 -1.02999  0.308
H -1.82426 4.04602 1.69515  0.251
H 0.94098 0.37482 0.75086  0.348
H -2.82361 2.83840 0.60281  0.223
C -1.96547 3.03727 1.26509  -0.114
H 1.47758 -3.03163 0.02359  0.303
H -0.34444 -1.35505 -1.56377  0.296
H 2.32406 -1.57523 -0.33553  0.331

Forces on the atoms, in the same order (eV/Å):
0.6 0.4 1.1
-0.1 -0.5 -0.2
-0.3 0.0 -0.9
-1.0 0.5 0.2
0.5 0.8 -0.8
-0.3 -0.3 -0.1
-1.0 -1.5 0.7
0.2 0.6 0.2
-0.5 0.1 -0.3
0.8 -0.9 -0.3
0.0 0.0 0.0
0.6 0.3 0.5
-0.3 -0.5 0.3
0.8 0.6 -0.7
0.0 0.3 0.3

Molecular formula: C4H10O
Method: DFT, ωB97M-V with the def2-TZVPD basis set

Properties
E: -233.44352 hartree
LUMO level: 0.9 eV
HOMO-LUMO gap: 8.1159 eV
spin multiplicity: 1
HOMO: -7.252 eV
relative energy (zero: lowest compared OMol25 entry of this formula, charge and spin): 126.4 kcal per mole

Last column: Mulliken charge in e.
Geometry (Å):
C -0.14742 0.43782 -0.47270  -0.381
H -3.03761 -0.25131 -1.66296  0.309
H 2.62112 0.58152 -0.15589  0.294
H -1.29344 -1.37453 -0.67850  0.351
H 2.58496 0.59983 1.71916  0.293
H 0.43029 0.23796 -1.38104  0.259
C -1.47264 -0.30352 -0.51637  -0.547
H 0.47844 -1.51749 0.74100  0.055
H -1.98618 -0.19728 0.45404  0.281
H 1.47062 -0.85999 0.75620  0.113
H 0.16637 0.22428 1.70125  0.341
C 0.68858 0.17226 0.74790  -0.033
O -2.23109 0.26780 -1.56533  -0.502
H -0.34813 1.51818 -0.46026  0.304
C 2.07614 0.46447 0.77350  -1.140

Forces on the atoms, in the same order (eV/Å):
0.0 0.0 0.0
0.1 0.1 -0.1
-0.1 0.0 0.1
-0.1 0.2 0.0
-0.1 0.0 -0.1
-0.1 0.0 0.1
0.3 -0.2 0.3
0.1 0.1 0.0
0.1 0.0 -0.2
-0.2 -0.3 0.0
0.1 0.0 -0.2
-0.1 0.0 0.0
-0.3 -0.1 -0.1
0.0 -0.1 0.0
0.2 0.3 0.0

Molecular formula: C4H10O
Method: DFT, ωB97M-V with the def2-TZVPD basis set

Properties
E: -233.44581 hartree
LUMO level: 0.9 eV
HOMO-LUMO gap: 7.9269 eV
spin multiplicity: 1
HOMO: -7.018 eV
relative energy (zero: lowest compared OMol25 entry of this formula, charge and spin): 125.0 kcal per mole

Last column: Mulliken charge in e.
Geometry (Å):
H 0.93023 2.29451 0.51919  0.383
H -1.89666 -0.31730 -1.64396  0.278
C 0.64931 -1.54492 -0.18388  -1.323
C -0.43627 0.75408 -0.01408  0.005
H 0.01526 1.62162 1.88645  0.404
H 0.76943 -1.71238 0.88539  0.304
H -1.28324 1.35991 -0.30489  0.052
H 0.45144 -2.49014 -0.68445  0.413
C 0.53039 1.37960 0.95530  -1.186
H 0.40330 0.94431 -1.43196  0.212
H 1.36327 0.71882 1.18550  0.360
C -0.46238 -0.58463 -0.42112  -0.007
H 1.57192 -1.12770 -0.59357  0.265
O -1.40985 -1.04593 -1.22989  -0.272
H -1.19616 -0.24985 1.07597  0.113

Forces on the atoms, in the same order (eV/Å):
-0.1 -0.1 0.1
0.0 0.0 0.1
0.0 0.0 0.2
2.1 1.3 -3.3
0.0 0.0 0.0
0.1 0.0 -0.1
-0.2 -0.2 0.2
-0.1 0.0 0.1
0.0 -0.1 0.0
-0.5 0.7 0.9
0.0 0.0 0.0
-1.8 -1.0 3.1
0.0 0.2 -0.1
0.3 0.2 -0.6
0.2 -1.1 -0.6

Molecular formula: C4H10O2
Method: DFT, ωB97M-V with the def2-TZVPD basis set

Properties
E: -308.82804 hartree
LUMO level (alpha / beta): 3.8 / 3.3 eV
charge: -1
HOMO-LUMO gap (alpha / beta): 7.1477 / 6.6404 eV
spin multiplicity: 2
HOMO (alpha / beta): -3.360 / -3.373 eV
relative energy (zero: lowest compared OMol25 entry of this formula, charge and spin): 14.9 kcal per mole
⟨S²⟩: 0.780

Last column: Mulliken charge in e.
Geometry (Å):
H 0.50675 1.20451 1.30271  0.272
C -1.29564 0.84914 0.15063  -0.266
H 3.82279 0.80516 0.84187  0.108
O 2.94841 0.64530 0.47834  -1.056
H -3.93721 0.09260 0.22755  0.280
H 0.71214 1.66379 -0.34548  0.319
O 2.36628 -1.46343 -0.93378  -0.729
H -3.56061 -1.70364 -0.21434  0.282
H -1.92012 1.71190 0.36772  0.315
H 2.71082 -0.64015 -0.40321  0.430
H 0.64830 -0.00426 0.04279  -0.007
H 3.15554 -1.82711 -1.33542  0.266
C -3.23478 -0.69302 -0.02769  -0.976
H -1.22592 -1.20048 -0.35738  0.244
C 0.19389 0.94333 0.29729  -0.649
C -1.89064 -0.38363 -0.09158  0.166

Forces on the atoms, in the same order (eV/Å):
0.0 0.0 0.2
0.5 -0.3 0.2
0.1 -0.1 0.0
0.1 -0.1 -0.2
-0.2 -0.2 0.0
-0.3 0.1 0.0
0.0 0.1 0.1
-0.2 0.0 0.0
-0.1 0.0 0.0
-0.1 0.1 0.2
0.1 -0.2 0.1
0.1 0.0 -0.1
0.5 0.5 0.0
0.2 0.0 0.1
-0.4 0.1 -0.6
-0.4 -0.1 -0.1

Molecular formula: C4H10O2
Method: DFT, ωB97M-V with the def2-TZVPD basis set

Properties
E: -308.67287 hartree
LUMO level: 0.8 eV
HOMO-LUMO gap: 7.5941 eV
spin multiplicity: 1
HOMO: -6.844 eV
relative energy (zero: lowest compared OMol25 entry of this formula, charge and spin): 141.4 kcal per mole

Last column: Mulliken charge in e.
Geometry (Å):
H -0.33121 -0.67788 -1.57775  0.284
H 0.08213 1.06134 -1.51693  0.410
H -0.12070 1.03086 0.95170  0.314
H -2.37762 1.08323 -0.20893  0.368
C -0.49720 0.16143 0.41027  0.491
H -2.45996 0.19195 1.32737  0.354
O -0.05100 -0.97879 1.17569  -0.620
H 2.93077 0.53956 0.20557  0.195
H 2.60402 0.95667 -1.49383  0.167
C -2.02656 0.18738 0.31920  -1.391
H -2.40872 -0.69158 -0.22166  0.386
C 2.12913 0.67016 -0.54311  -0.703
H 1.39696 -1.18029 -0.00831  0.472
H -0.60183 -1.73455 0.91363  0.345
O 1.63843 -0.82436 -0.89440  -0.432
C 0.14202 0.11784 -0.97252  -0.639

Forces on the atoms, in the same order (eV/Å):
0.1 0.1 0.1
0.3 -0.3 0.2
-0.1 -0.2 -0.1
0.1 -0.2 0.1
0.1 0.0 0.0
0.1 0.0 -0.2
-0.3 -0.1 -0.3
-0.2 0.0 -0.3
-0.1 -0.1 0.3
0.1 0.0 -0.1
0.1 0.2 0.1
0.4 -0.1 0.0
0.2 0.1 -0.4
0.2 0.2 0.2
-0.9 0.8 0.4
-0.1 -0.5 -0.1

Molecular formula: C4H10O2
Method: DFT, ωB97M-V with the def2-TZVPD basis set

Properties
E: -308.86131 hartree
LUMO level: 0.9 eV
HOMO-LUMO gap: 11.0025 eV
SMILES: OCCCCO
spin multiplicity: 1
HOMO: -10.137 eV
relative energy (zero: lowest compared OMol25 entry of this formula, charge and spin): 23.1 kcal per mole

Last column: Mulliken charge in e.
Geometry (Å):
H 0.82009 0.65736 -1.08672  0.349
C -1.39688 -0.79799 -1.05458  -0.615
C -0.58231 -0.33298 0.16489  -0.390
H -2.22098 -0.10422 -1.21128  0.309
H 0.07460 -1.16715 0.43126  0.319
H 1.56654 2.27848 0.93650  0.319
O 2.44324 0.40430 0.78978  -0.527
H -1.25909 -0.09254 0.98455  0.233
H 0.80338 1.07194 1.87721  0.291
C 1.28873 1.22161 0.90067  -0.603
H -0.76211 -0.74411 -1.93477  0.340
H 2.45004 -0.17581 1.54564  0.318
C 0.27861 0.88669 -0.17972  -0.482
O -1.92429 -2.09594 -0.91256  -0.518
H -0.36055 1.73627 -0.41452  0.350
H -1.21902 -2.74591 -0.83637  0.307

Forces on the atoms, in the same order (eV/Å):
0.3 0.0 -0.4
0.6 0.3 0.5
0.0 0.0 -0.7
-0.2 -0.2 -0.1
0.0 0.1 0.3
0.2 -0.1 -0.5
0.0 0.2 -0.1
0.1 -0.2 0.2
0.1 -0.1 -0.1
-0.6 0.2 0.7
0.2 0.0 -0.3
0.2 -0.3 0.2
-0.2 -0.2 0.0
-0.6 -0.2 0.1
-0.1 0.2 0.1
0.1 0.2 0.0

Molecular formula: C4H10O2
Method: DFT, ωB97M-V with the def2-TZVPD basis set

Properties
E: -308.86012 hartree
LUMO level: 0.9 eV
HOMO-LUMO gap: 11.0773 eV
SMILES: CC[C@@H](O)CO
spin multiplicity: 1
HOMO: -10.163 eV
relative energy (zero: lowest compared OMol25 entry of this formula, charge and spin): 23.9 kcal per mole

Last column: Mulliken charge in e.
Geometry (Å):
H -3.08332 -0.34051 0.33736  0.364
H -0.97271 0.14486 1.57726  0.302
H 2.46009 -0.68238 0.16508  0.335
H 1.60709 1.21978 1.22602  0.276
C 0.39372 -0.11586 -0.00481  0.091
C -2.11781 -0.62235 -0.09747  -1.160
H -2.18596 -0.50062 -1.18254  0.302
H 1.37970 1.80294 -0.45133  0.310
C 1.50009 0.91260 0.17909  -0.355
C -1.00148 0.24593 0.48695  -0.509
H -1.95020 -1.68472 0.10824  0.305
H 1.32725 -0.41731 -1.59927  0.407
O 0.38194 -0.45745 -1.36714  -0.554
H -1.22351 1.30213 0.27766  0.292
H 0.83911 -0.98759 0.60148  0.136
O 2.64600 0.18056 -0.25658  -0.542

Forces on the atoms, in the same order (eV/Å):
0.2 -0.1 -0.1
-0.1 0.1 -0.1
0.9 0.3 -0.3
0.0 0.0 -0.1
0.1 -0.2 0.6
0.0 0.0 0.0
0.1 0.0 0.2
0.0 -0.3 0.1
-0.3 0.0 0.2
0.1 0.0 0.1
0.0 0.1 0.0
-0.4 -0.1 -0.4
0.1 -0.1 -0.2
0.2 -0.2 -0.1
-1.1 0.5 -0.4
0.3 -0.1 0.4

Molecular formula: C4H10O2
Method: DFT, ωB97M-V with the def2-TZVPD basis set

Properties
E: -308.68127 hartree
LUMO level: 0.6 eV
HOMO-LUMO gap: 7.3831 eV
spin multiplicity: 1
HOMO: -6.781 eV
relative energy (zero: lowest compared OMol25 entry of this formula, charge and spin): 136.1 kcal per mole

Last column: Mulliken charge in e.
Geometry (Å):
C -2.14123 -0.45337 -0.35484  -1.094
H 0.08123 -1.50290 1.09359  0.177
H 2.05549 0.89520 1.11724  0.352
C 1.76569 0.78862 0.08357  -0.047
H -2.35508 -1.49747 -0.09727  0.294
H 1.06305 1.54045 -0.27090  0.251
H -1.71914 -0.43579 -1.36526  0.257
O 0.86652 -0.54897 -0.63794  -0.422
H -1.08403 1.25259 0.42904  0.212
C -1.17097 0.17600 0.64935  -0.284
C 0.18989 -0.43929 0.83039  -0.543
H -1.60845 0.13081 1.65838  0.314
O 2.92767 0.65183 -0.62867  -0.494
H 2.73174 0.63787 -1.57610  0.327
H -3.09280 0.09220 -0.37465  0.345
H 1.49040 -1.28778 -0.55593  0.356

Forces on the atoms, in the same order (eV/Å):
0.0 -0.1 -0.1
0.0 0.2 0.0
0.0 -0.2 -0.1
0.1 0.3 0.1
0.0 0.1 0.0
0.1 -0.1 0.2
-0.1 0.0 0.1
0.2 -0.1 0.1
0.0 -0.1 0.0
0.0 0.1 0.0
-0.3 -0.2 0.1
0.0 0.0 -0.1
-0.1 0.0 -0.3
0.0 0.1 0.1
0.1 -0.1 0.0
-0.2 0.1 0.0